Entry 1:
Entry from OMol25: C6H10O in the gas phase (ωB97M-V/def2-TZVPD).

Summary:
**Frontier orbital gap**: 8.7 eV
**ΔE to the lowest compared entry with this formula, charge and spin**: 115.8 kcal/mol
**LUMO**: -0.0026 Ha

```
! RIJCOSX wB97M-V def2-TZVPD def2/J DEFGRID3
* xyz 0 1
C -1.81 1.59 0.98
H 0.99 -0.66 -2.07
C 1.23 -1.28 -1.20
H -0.91 -1.58 -0.77
C 0.09 -1.87 -0.44
H -2.83 1.36 1.30
H 1.34 1.45 -1.05
H 1.60 -1.09 0.98
H 0.83 1.14 1.22
H -1.38 2.34 1.67
C 0.30 1.09 -0.91
H -1.85 2.02 -0.03
O -1.07 0.39 0.98
H 2.17 -1.82 -1.29
C 0.89 -0.78 0.21
H 0.19 -2.87 -0.05
C 0.23 0.59 0.47
*
```


Entry 2:
Entry from OMol25: C6H10O in the gas phase at a distorted geometry (ωB97M-V/def2-TZVPD).

Summary:
**Frontier orbital gap**: 10.7 eV
**SMILES**: C[C@H]1C[C@]2(CO2)C1
**ΔE to the lowest compared entry with this formula, charge and spin**: 59.0 kcal/mol
**LUMO**: 0.0383 Ha

```
! RIJCOSX wB97M-V def2-TZVPD def2/J DEFGRID3
* xyz 0 1
H -0.23 -2.08 -0.33
C -1.22 -0.14 -2.07
H 1.66 -0.55 -0.21
H 0.51 1.94 -0.98
C 0.86 -0.23 0.45
H 1.75 -0.77 2.38
H -0.37 1.90 0.56
H -1.21 0.59 -2.88
C 0.08 1.24 -0.21
H 0.41 0.40 2.43
C 1.28 0.07 1.85
O -2.16 0.20 -1.03
H -1.00 -1.32 1.10
H 1.99 0.90 1.77
H -1.15 -1.18 -2.35
C -0.82 0.14 -0.70
C -0.36 -1.11 0.21
*
```


Entry 3:
Entry from OMol25: 2 unconnected molecules or ions with the total composition C6H10O at a distorted geometry (ωB97M-V/def2-TZVPD).

Summary:
**Frontier orbital gap**: 9.4 eV
**SMILES**: CC(C)=C=O.C=C
**ΔE to the lowest compared entry with this formula, charge and spin**: 67.8 kcal/mol
**LUMO**: 0.0315 Ha

```
! RIJCOSX wB97M-V def2-TZVPD def2/J DEFGRID3
* xyz 0 1
H 2.50 1.01 -1.69
H 2.04 2.54 -0.02
C 2.36 1.50 0.34
C -1.19 -0.43 -0.12
H 2.79 -0.37 -0.59
H -2.64 0.04 1.41
H -2.84 0.88 -0.22
H 0.63 -1.50 0.02
O -0.72 0.37 -2.33
H 2.34 1.43 1.42
C -0.96 -0.08 -1.31
C -2.62 -0.13 0.37
H -0.62 -2.53 0.78
H -0.01 -1.01 1.64
C 2.65 0.60 -0.68
C -0.33 -1.40 0.63
H -3.38 -0.91 0.35
*
```


Entry 4:
Entry from OMol25: C6H10O in the gas phase (ωB97M-V/def2-TZVPD).

Summary:
**Frontier orbital gap**: 10.9 eV
**SMILES**: C[C@H]1OC[C@H]2C[C@H]21
**ΔE to the lowest compared entry with this formula, charge and spin**: 15.7 kcal/mol
**LUMO**: 0.0427 Ha

```
! RIJCOSX wB97M-V def2-TZVPD def2/J DEFGRID3
* xyz 0 1
H 0.85 -0.15 1.90
H 1.22 2.38 0.13
C 0.44 -0.84 -0.21
H -0.94 0.12 -1.50
H 0.69 1.72 -1.45
O -0.50 1.25 0.15
H 2.01 -1.39 1.24
C 0.79 1.51 -0.37
H 2.46 0.04 -0.78
C 1.54 0.19 -0.22
H 0.54 -1.78 -0.75
H -2.44 -1.42 -0.39
C -0.83 -0.02 -0.40
C -2.15 -0.51 0.14
H -2.12 -0.71 1.21
H -2.91 0.25 -0.07
C 1.28 -0.61 1.02
*
```